[1]
Computed, not measured: a cluster of 2 separate species, C19H32N7O7P in total in a non-equilibrium geometry, with ωB97M-V with the def2-TZVPD basis set.

Values from the calculation:
HOMO level (eV): -8.16
Total energy (Ha): -1994.71578
Lowest unoccupied orbital energy (Eh): 0.0149
HOMO-LUMO gap (eV): 8.56
Multiplicity: 1

XYZ file:
```
66
Properties=species:S:1:pos:R:3:mulliken_charge:R:1
C 1.152 7.057 1.163 -1.53
C -0.212 6.620 0.633 0.12
O -0.118 5.269 0.164 -0.49
C -1.294 4.570 0.575 -0.16
N -1.039 3.134 0.649 0.16
C 0.133 2.512 1.048 -0.09
N 0.014 1.202 1.066 -0.74
C -1.311 0.966 0.668 0.84
C -2.093 -0.159 0.486 0.05
N -1.634 -1.413 0.689 -0.38
N -3.344 -0.131 0.083 -0.65
C -3.875 1.077 -0.125 -0.39
N -3.223 2.236 0.028 -0.65
C -1.955 2.146 0.414 0.61
C -1.623 5.171 1.927 -0.96
C -1.298 6.639 1.724 0.12
O -2.479 7.283 1.222 -0.18
P -2.864 8.672 1.967 0.75
O -3.686 8.426 3.157 -0.68
O -1.595 9.467 2.465 -0.46
O -3.700 9.566 0.980 -0.51
H 1.474 6.404 1.980 0.35
H 1.103 8.085 1.534 0.38
H 1.897 7.011 0.363 0.37
H -0.501 7.279 -0.193 0.33
H -2.108 4.765 -0.134 0.35
H 1.044 3.041 1.312 0.45
H -0.622 -1.528 0.622 0.30
H -2.221 -2.112 0.258 0.31
H -4.913 1.123 -0.444 0.41
H -0.984 4.743 2.704 0.38
H -2.669 5.005 2.201 0.35
H -0.932 7.073 2.663 0.68
H -2.028 10.147 2.995 0.34
H -4.503 9.036 0.901 0.36
C 1.629 -3.848 -4.303 -1.43
C 1.103 -4.073 -2.881 -0.44
C 1.929 -5.090 -2.058 0.96
C 1.883 -6.501 -2.670 -1.74
C 1.520 -5.114 -0.562 -0.46
N 0.109 -5.514 -0.409 -0.06
C -0.399 -6.676 0.001 0.77
C 0.517 -7.798 0.450 -1.01
O -1.607 -6.840 0.030 -0.69
C 1.768 -3.746 0.110 -0.22
O 0.849 -2.943 0.248 -0.75
N 2.993 -3.405 0.523 -0.14
C 4.227 -4.186 0.431 -0.81
H 1.055 -3.050 -4.774 0.42
H 2.679 -3.556 -4.272 0.32
H 1.516 -4.751 -4.902 0.32
H 1.118 -3.105 -2.382 0.30
H 0.065 -4.405 -2.939 0.32
H 2.969 -4.767 -2.103 0.10
H 0.853 -6.855 -2.736 0.33
H 2.468 -7.190 -2.062 0.37
H 2.316 -6.492 -3.670 0.49
H 2.154 -5.838 -0.054 0.66
H -0.579 -4.804 -0.613 0.18
H 1.155 -7.448 1.259 0.29
H 1.117 -8.137 -0.390 0.24
H -0.096 -8.624 0.808 0.33
H 3.049 -2.487 0.942 0.34
H 4.081 -5.190 0.835 0.27
H 5.012 -3.694 1.007 0.34
H 4.556 -4.254 -0.608 0.25
```

---

[2]
Computed, not measured: a structure of composition C19H33AsN5O4PtS2Si2 in a non-equilibrium geometry, with ωB97M-V with the def2-TZVPD basis set.

Values from the calculation:
HOMO level (eV): -10.86
Total energy (Ha): -5048.78203
Relative energy (zero: lowest compared OMol25 entry of this formula, charge and spin) (kJ/mol): 0.0
Lowest unoccupied orbital energy (Eh): -0.0919
Charge: +1
HOMO-LUMO gap (eV): 8.36
Multiplicity: 1

XYZ file:
```
67
Properties=species:S:1:pos:R:3:mulliken_charge:R:1
Pt -0.441 0.212 -0.004 0.37
C 3.434 0.467 -1.893 -1.55
C 2.154 0.611 -1.146 0.64
N 1.098 -0.087 -1.392 0.41
O 1.178 -0.994 -2.401 -0.61
C 2.012 1.603 -0.077 0.45
C 3.064 2.598 0.271 -1.70
N 0.858 1.575 0.514 0.12
O 0.472 2.395 1.432 -0.69
H 3.432 -0.430 -2.502 0.42
H 4.265 0.436 -1.189 0.37
H 3.589 1.332 -2.541 0.32
H 0.453 -1.645 -2.157 0.77
H 3.375 3.159 -0.612 0.34
H 3.949 2.108 0.682 0.39
H 2.673 3.289 1.013 0.35
N -8.506 -2.536 -1.361 -0.48
C -7.299 -2.259 -0.799 1.10
C -6.585 -3.252 -0.110 -0.88
C -5.347 -2.981 0.425 -0.62
C -4.788 -1.713 0.277 -0.12
C -5.500 -0.707 -0.376 0.11
C -6.737 -0.974 -0.907 -1.01
S -3.207 -1.413 0.937 1.14
O -2.939 -2.387 1.945 -0.70
O -3.375 0.018 1.448 -0.40
N -2.052 -1.316 -0.181 -0.21
C -1.684 -2.500 -0.823 0.21
S -2.359 -4.074 -0.556 0.01
C -1.379 -4.709 -1.812 -0.35
C -0.611 -3.730 -2.325 -0.62
N -0.789 -2.483 -1.771 -0.49
H -8.978 -3.391 -1.125 0.21
H -9.088 -1.782 -1.682 0.21
H -7.018 -4.237 0.008 0.32
H -4.822 -3.742 0.983 0.64
H -5.101 0.294 -0.426 0.08
H -7.293 -0.189 -1.403 0.33
H -1.407 -5.754 -2.071 0.42
H 0.116 -3.853 -3.113 0.40
C -1.034 1.750 4.807 -1.09
Si -2.042 2.597 3.508 0.35
C -1.386 4.247 2.999 -0.87
C -3.874 2.561 3.812 -1.02
As -1.872 1.198 1.533 0.49
Si -2.433 2.493 -0.472 0.72
C -1.080 3.716 -0.849 -1.05
C -2.907 1.485 -1.974 -0.93
C -3.953 3.480 0.033 -1.31
H -1.123 2.292 5.752 0.41
H 0.017 1.729 4.519 0.31
H -1.372 0.726 4.972 0.34
H -1.406 4.892 3.883 0.48
H -1.994 4.721 2.230 0.23
H -0.358 4.171 2.648 0.21
H -4.087 3.080 4.751 0.42
H -4.251 1.541 3.904 0.32
H -4.425 3.065 3.018 0.29
H -0.128 3.267 -1.126 0.28
H -0.910 4.380 -0.002 0.24
H -1.431 4.321 -1.690 0.47
H -2.181 0.733 -2.280 0.24
H -3.005 2.212 -2.787 0.47
H -3.870 0.994 -1.862 0.23
H -3.727 4.174 0.843 0.26
H -4.766 2.830 0.368 0.32
H -4.327 4.069 -0.809 0.48
```

---

[3]
Computed, not measured: a cluster of 7 separate species, C19H33Cl18N2O2S in total in a non-equilibrium geometry, with ωB97M-V with the def2-TZVPD basis set.

Values from the calculation:
HOMO level (eV): -12.33
Total energy (Ha): -9685.01968
Lowest unoccupied orbital energy (Eh): -0.1070
Charge: +1
HOMO-LUMO gap (eV): 9.42
Multiplicity: 1

XYZ file:
```
75
Properties=species:S:1:pos:R:3:mulliken_charge:R:1
C -1.926 -2.435 -2.926 -0.42
C -1.388 -0.994 -3.391 0.43
O -1.612 -0.654 -4.555 -0.54
O -0.752 -0.223 -2.399 -0.07
C 0.224 0.691 -2.937 -0.78
C 0.330 1.897 -1.857 -0.04
C 1.249 1.432 -0.647 -0.85
C 1.347 2.436 0.593 1.47
C 2.894 2.779 0.817 -1.07
C 3.712 1.774 1.734 0.39
C 3.612 0.234 1.334 -1.01
C 3.431 1.937 3.312 -1.14
C 0.599 3.845 0.375 -1.48
N -0.841 3.656 0.722 0.09
S -1.857 4.951 0.086 -0.06
C -1.012 3.615 2.241 0.09
C 0.195 2.675 2.778 -0.71
N 0.698 1.725 1.753 0.44
H -1.981 -2.421 -1.785 0.05
H -1.321 -3.291 -3.342 0.11
H -3.017 -2.461 -3.273 0.29
H -0.065 1.186 -3.912 0.40
H 1.272 0.268 -3.036 0.34
H 0.783 2.812 -2.380 0.18
H -0.762 2.107 -1.566 0.10
H 2.288 1.178 -1.059 0.28
H 0.826 0.426 -0.284 0.07
H 3.346 2.920 -0.228 0.31
H 2.939 3.811 1.313 0.37
H 4.818 2.059 1.611 0.37
H 2.588 -0.191 1.563 0.07
H 4.446 -0.348 1.853 0.46
H 3.812 0.150 0.208 0.23
H 4.264 1.343 3.836 0.44
H 2.459 1.467 3.650 0.12
H 3.571 3.014 3.673 0.28
H 0.768 4.291 -0.679 -0.07
H 0.990 4.658 1.084 0.55
H -1.250 2.766 0.390 0.55
H -3.015 4.871 0.866 0.16
H -1.977 3.022 2.437 -0.40
H -1.034 4.644 2.707 0.36
H -0.117 2.185 3.759 0.39
H 1.041 3.400 3.058 0.27
H -0.148 1.219 1.432 -0.07
C -1.400 -1.629 2.497 0.16
Cl -1.143 -3.367 2.679 -0.06
Cl -0.122 -0.719 3.314 -0.02
Cl -1.477 -1.185 0.783 -0.01
H -2.349 -1.371 2.958 0.00
C -1.512 -6.465 -3.514 0.16
Cl -1.068 -5.956 -1.877 -0.13
Cl -1.579 -8.228 -3.620 -0.10
Cl -3.062 -5.754 -3.988 -0.11
H -0.749 -6.111 -4.202 0.15
C -4.484 1.861 3.979 -0.10
Cl -4.044 2.766 5.431 -0.10
Cl -4.323 2.880 2.538 -0.12
Cl -3.485 0.411 3.823 -0.15
H -5.523 1.555 4.067 0.41
C -2.263 -6.991 4.679 0.04
Cl -1.281 -8.129 5.609 -0.11
Cl -2.861 -5.691 5.719 -0.12
Cl -1.334 -6.328 3.327 -0.11
H -3.119 -7.527 4.276 0.30
C 3.620 5.877 -2.181 -0.06
Cl 4.923 5.676 -1.004 -0.10
Cl 3.387 4.391 -3.113 -0.11
Cl 2.116 6.344 -1.371 -0.09
H 3.899 6.672 -2.869 0.41
C -0.993 -7.467 -7.480 -0.01
Cl -1.614 -9.118 -7.373 -0.10
Cl -2.301 -6.296 -7.260 -0.09
Cl 0.286 -7.204 -6.283 -0.12
H -0.567 -7.324 -8.470 0.35
```